Entry 1:
A cluster of 2 separate species, C4H7NO in total at a distorted geometry, computed with the ωB97M-V functional and the def2-TZVPD basis.

Structure (XYZ):
```
13
Properties=species:S:1:pos:R:3:nbo_charge:R:1
C -0.4673 1.5398 0.1363 -0.61
C -0.4887 0.0859 -0.3156 -0.33
C 0.7544 -0.7755 -0.0331 -0.01
O 1.9114 0.0130 -0.0525 -0.70
C -1.5082 -0.9388 0.1113 0.28
N -1.4191 -2.1012 -0.0797 -0.39
H -1.4395 1.9928 -0.0733 0.22
H -0.2533 1.6398 1.2020 0.21
H 0.2946 2.1016 -0.4177 0.23
H -0.6844 0.0617 -1.3920 0.25
H 0.0396 -1.9916 -0.6066 0.19
H 0.7495 -1.3863 0.8530 0.18
H 2.5111 -0.2410 0.6679 0.48
```

Computed properties:
Lowest unoccupied orbital energy (alpha / beta) in eV: 0.1 / 0.1
Net charge: 0
Energy relative to the best compared isomer or geometry (same formula, charge and spin) in eV: 4.802
Molar mass in g mol⁻¹: 85.11
Maximum force in eV/A: 3.089
Electronic energy in a.u.: -286.455191
Multiplicity: 1

***

Entry 2:
A structure of composition C10H16Cl3IOTi at a distorted geometry, computed with the ωB97M-V functional and the def2-TZVPD basis.

Structure (XYZ):
```
32
Properties=species:S:1:pos:R:3:nbo_charge:R:1
C -0.6886 0.9418 -0.5128 -0.14
C -0.8288 -0.4671 -0.7615 0.04
C 0.4603 -1.0470 -0.7720 -0.08
C -2.0811 -1.1839 -1.0968 -0.67
C 1.4091 -0.0319 -0.5127 -0.12
C 0.7070 1.2111 -0.3575 -0.16
C 1.3315 2.5497 -0.2060 -0.62
C -1.7800 1.9478 -0.5389 -0.63
C 0.7692 -2.4670 -1.0556 -0.64
C 2.8789 -0.2167 -0.5471 -0.63
Ti 0.0039 0.0095 1.4542 1.21
Cl -3.5713 -3.7485 1.8792 -0.99
Cl -2.2906 -0.4316 1.9566 -0.37
Cl 0.3741 -2.2281 2.1359 -0.42
H -2.9597 -0.6156 -0.8178 0.24
H -2.1386 -2.1453 -0.5948 0.28
H -2.1147 -1.3619 -2.1737 0.19
H 0.0005 -3.1289 -0.6707 0.26
H 1.7145 -2.7671 -0.6152 0.22
H 0.8363 -2.6189 -2.1350 0.19
H 3.1808 -1.1248 -0.0337 0.23
H 3.4013 0.6112 -0.0835 0.21
H 3.2070 -0.2912 -1.5859 0.20
H 2.2408 2.4998 0.3853 0.21
H 0.6569 3.2483 0.2790 0.23
H 1.5853 2.9564 -1.1863 0.20
H -2.6960 1.5469 -0.1177 0.25
H -1.9790 2.2578 -1.5663 0.19
H -1.5193 2.8301 0.0367 0.22
O -0.3993 1.5814 2.4896 -1.00
H 0.4106 1.9783 2.8465 0.46
I -0.1222 -0.2957 4.4799 -0.59
```

Computed properties:
Lowest unoccupied orbital energy in eV: 4.3
Net charge: -2
Energy relative to the best compared isomer or geometry (same formula, charge and spin) in eV: 0.000
Molar mass in g mol⁻¹: 433.37
Maximum force in eV/A: 5.138
Electronic energy in a.u.: -2993.791135
Multiplicity: 1

***

Entry 3:
A structure of composition C3H2Br2Cl2 at a distorted geometry, computed with the ωB97M-V functional and the def2-TZVPD basis.

Structure (XYZ):
```
9
Properties=species:S:1:pos:R:3:nbo_charge:R:1
C -0.8488 1.0186 1.3859 -0.42
C -0.7945 0.2896 0.2798 -0.09
C 1.4078 -0.6242 -1.2142 -0.41
Cl -1.3376 0.8813 -1.2097 0.08
Cl -0.2748 -1.3726 0.4252 0.10
Br 0.7651 -1.4869 -2.6590 0.16
Br 2.9081 -1.3580 -0.4457 0.13
H -0.9394 2.0120 1.0538 0.22
H -0.8860 0.6402 2.3839 0.23
```

Computed properties:
Lowest unoccupied orbital energy in eV: -0.7
Net charge: 0
Energy relative to the best compared isomer or geometry (same formula, charge and spin) in eV: 3.339
Molar mass in g mol⁻¹: 268.76
Maximum force in eV/A: 1.972
Electronic energy in a.u.: -6183.752781
Multiplicity: 1

***

Entry 4:
A structure of composition C26H46DyI2N4O3Si2 at a distorted geometry, computed with the ωB97M-V functional and the def2-TZVPD basis.

Structure (XYZ):
```
84
Properties=species:S:1:pos:R:3:lowdin_spin:R:1
Dy 0.7894 -0.6011 1.1602 5.04
I 7.9490 2.5795 0.4186 0.00
C 6.0429 2.0862 1.1014 0.00
C 5.7658 1.8037 2.4529 0.00
C 4.5021 1.3654 2.8847 0.00
I 4.4530 1.0659 4.9794 0.00
C 3.5570 1.0226 1.9189 0.00
O 2.3857 0.5377 2.2541 -0.01
C 3.8379 1.3249 0.5359 0.00
C 2.7828 1.1405 -0.5629 0.00
N 2.1920 -0.2179 -0.7450 -0.02
C 3.2104 -1.2478 -1.0919 0.00
C 2.8987 -2.6055 -0.4940 0.00
C 3.2636 -3.8247 -1.1077 0.00
C 3.1571 -5.0077 -0.3540 0.00
C 2.7860 -4.9203 0.9908 0.00
C 2.3190 -3.7186 1.4709 0.00
N 2.1813 -2.5992 0.6683 0.00
C 5.0277 1.9478 0.2046 0.00
H 6.6146 1.9917 3.1219 0.00
H 1.9033 1.7654 -0.3852 0.00
H 3.2445 1.3936 -1.5396 0.00
H 1.5101 -0.1182 -1.5280 0.00
H 3.2715 -1.3220 -2.2158 0.00
H 4.2023 -0.9441 -0.7136 0.00
H 3.6576 -3.8258 -2.1240 0.00
H 3.3924 -5.9596 -0.8364 0.00
H 2.7804 -5.8154 1.6601 0.00
H 2.1247 -3.5822 2.5674 0.00
H 5.2267 2.1988 -0.8107 0.00
C -0.6774 -3.6427 2.1235 0.00
N -1.0894 -2.2512 1.8899 -0.01
C -1.9706 -2.1928 0.7102 0.00
C -1.8457 -1.7631 3.0868 0.00
C -1.8027 -0.2522 3.1902 0.00
N -0.3715 0.1595 3.3687 0.00
C -0.3071 1.6581 3.2898 0.00
C 0.1715 -0.3407 4.6488 0.00
H -1.5111 -4.3754 2.2174 0.00
H -0.0412 -3.7168 3.0724 0.00
H -0.0454 -3.9868 1.3085 0.00
H -2.7659 -2.9989 0.6958 0.00
H -1.3032 -2.3515 -0.1865 0.00
H -2.4458 -1.2048 0.6224 0.00
H -1.3799 -2.2402 3.9625 0.00
H -2.8998 -2.1134 2.9796 0.00
H -2.4318 0.0820 4.0347 0.00
H -2.2573 0.1953 2.2535 0.00
H -1.0958 2.0954 3.9138 0.00
H -0.4615 1.9521 2.2353 0.00
H 0.6771 2.0120 3.5824 0.00
H -0.2899 0.1379 5.5408 0.00
H 1.2372 -0.1164 4.6543 0.00
H 0.0925 -1.4432 4.7663 0.00
O -0.9435 1.2755 -1.2019 0.00
O -0.6912 0.3032 -0.0437 0.00
C 0.0838 0.8863 -4.1530 0.00
Si -1.7417 1.1809 -3.8642 0.00
C -2.2809 2.7815 -4.7591 0.00
C -2.6822 -0.3424 -4.5747 0.00
C -2.1015 1.0183 -1.8829 0.00
Si -3.5546 2.2349 -1.5315 0.00
C -3.2610 4.1236 -1.6487 0.00
C -4.1780 1.8138 0.2167 0.00
C -5.0712 1.7920 -2.7061 0.00
H 0.3231 1.0633 -5.2101 0.00
H 0.4193 -0.1296 -3.9132 0.00
H 0.6798 1.5360 -3.5148 0.00
H -1.9224 2.6664 -5.7658 0.00
H -1.8465 3.7074 -4.3842 0.00
H -3.3450 2.9072 -4.8305 0.00
H -2.1230 -0.6309 -5.4542 0.00
H -3.7269 -0.1200 -4.8719 0.00
H -2.7720 -1.2011 -3.9188 0.00
H -2.5350 0.0391 -1.6769 0.00
H -2.2779 4.4613 -1.2854 0.00
H -4.0573 4.5483 -1.0507 0.00
H -3.3703 4.4453 -2.6632 0.00
H -5.1598 1.4020 0.1574 0.00
H -4.1905 2.6978 0.8957 0.00
H -3.6264 1.0443 0.6951 0.00
H -5.2186 2.6044 -3.4941 0.00
H -5.9998 1.8273 -2.1347 0.00
H -5.0433 0.8480 -3.2725 0.00
```

Computed properties:
Lowest unoccupied orbital energy (alpha / beta) in eV: -3.4 / -3.3
Net charge: +1
Energy relative to the best compared isomer or geometry (same formula, charge and spin) in eV: 1.680
Molar mass in g mol⁻¹: 935.16
Maximum force in eV/A: 3.854
Electronic energy in a.u.: -3522.242592
Multiplicity: 6

***

Entry 5:
A cluster of 4 separate species, C2H6N2S in total at a distorted geometry, computed with the ωB97M-V functional and the def2-TZVPD basis.

Structure (XYZ):
```
11
Properties=species:S:1:pos:R:3:nbo_charge:R:1
C -1.1306 1.2832 0.3669 -0.41
C 0.9864 -1.4360 -0.7748 -0.05
H -0.3099 2.0151 -0.6364 0.21
H -2.2536 1.0475 0.3691 0.24
H -0.8349 1.7359 1.3157 0.18
H -0.7969 -0.6373 1.3172 0.36
H 1.4924 0.5566 -0.3853 0.36
H 0.3805 -2.7685 -0.7372 0.26
N -0.6988 -0.2192 0.4394 -0.51
N 0.6788 -0.5131 0.0968 -0.47
S 2.4865 -1.0643 -1.3713 -0.16
```

Computed properties:
Lowest unoccupied orbital energy in eV: 0.2
Net charge: 0
Energy relative to the best compared isomer or geometry (same formula, charge and spin) in eV: 7.265
Molar mass in g mol⁻¹: 90.15
Maximum force in eV/A: 5.301
Electronic energy in a.u.: -587.237042
Multiplicity: 1